Entry 1:
Here is 2 unconnected molecules or ions with the total composition C4H12BNO at a distorted geometry from the OMol25 dataset. Energies are from the ωB97M-V functional and the def2-TZVPD basis.

molar mass	101.0	g mol⁻¹
electronic energy	-8552.733	eV
net charge	0

Element x y z (Å)
O  -0.175  -0.488  2.300
N  0.638  1.003  -0.725
C  -0.763  -1.656  2.717
C  0.356  1.290  -2.123
C  1.624  1.851  -0.100
C  -0.867  -1.369  -0.675
B  0.043  -0.127  -0.339
H  -1.434  -1.107  -1.495
H  0.008  -2.347  2.990
H  -1.450  -1.449  0.279
H  -0.199  -2.130  -0.806
H  -1.389  -1.384  3.673
H  1.208  2.380  0.774
H  -1.489  -2.217  2.074
H  2.506  1.370  0.141
H  1.185  1.139  -2.772
H  -0.415  0.802  -2.650
H  0.142  2.304  -2.242
H  1.814  2.615  -0.969

These are the natural (NBO) partial charges, in e, on atoms 1 to 4:
1 O -0.843
2 N -0.774
3 C -0.229
4 C -0.405


Entry 2:
Here is 2 unconnected molecules or ions with the total composition C4H12BNO at a distorted geometry from the OMol25 dataset. Energies are from the ωB97M-V functional and the def2-TZVPD basis.

molar mass	101.0	g mol⁻¹
electronic energy	-8553.978	eV
SMILES	CC/C=B/O.CN
net charge	0

Element x y z (Å)
O  -2.563  1.431  0.206
N  1.078  1.478  2.189
C  0.098  -0.801  -1.415
C  1.653  -0.528  -1.499
C  -0.793  0.468  -1.440
C  0.339  0.313  2.405
B  -1.470  1.176  -0.393
H  0.032  -1.297  -0.387
H  2.040  1.491  1.750
H  -0.194  -1.557  -2.128
H  0.557  -0.428  1.575
H  -2.859  1.948  0.928
H  1.897  -0.092  -2.471
H  -0.699  0.138  2.619
H  0.591  -0.028  3.419
H  2.105  0.052  -0.729
H  0.467  2.117  1.629
H  -0.639  0.893  -2.471
H  2.071  -1.540  -1.482

These are the natural (NBO) partial charges, in e, on atoms 1 to 4:
1 O -0.879
2 N -0.862
3 C -0.386
4 C -0.599


Entry 3:
Here is 2 unconnected molecules or ions with the total composition C4H12BNS at a distorted geometry from the OMol25 dataset. Energies are from the ωB97M-V functional and the def2-TZVPD basis.

molar mass	117.0	g mol⁻¹
electronic energy	-17340.896	eV
net charge	0

Element x y z (Å)
S  -1.816  0.687  -0.661
N  1.540  0.422  0.093
C  2.294  0.944  1.252
C  1.672  1.320  -1.015
C  -0.882  -0.288  2.003
C  -3.401  0.262  0.078
B  -0.748  0.394  0.630
H  -1.999  -0.052  2.435
H  -4.171  0.468  -0.640
H  3.498  0.925  0.974
H  -3.546  -0.840  0.159
H  -0.983  -1.396  1.937
H  -3.694  0.700  1.111
H  1.883  1.870  1.610
H  1.199  2.283  -0.850
H  1.161  0.803  -1.796
H  2.198  0.298  2.102
H  -0.080  -0.072  2.760
H  2.788  1.159  -1.301

These are the natural (NBO) partial charges, in e, on atoms 1 to 4:
1 S 0.113
2 N -0.553
3 C -0.434
4 C -0.446


Entry 4:
Here is a molecular structure, C4H12BeN3 at a distorted geometry from the OMol25 dataset. Energies are from the ωB97M-V functional and the def2-TZVPD basis.

molar mass	111.2	g mol⁻¹
electronic energy	-9209.296	eV
net charge	-1

Element x y z (Å)
N  -0.148  -0.517  0.091
N  -1.338  2.061  0.158
N  -0.958  -1.195  -0.764
C  -1.183  -2.458  -0.378
C  -0.505  -2.639  0.827
C  2.170  1.010  -0.674
C  0.135  -1.405  1.066
Be  0.720  1.171  0.247
H  0.125  1.501  1.370
H  0.640  1.557  -1.123
H  0.760  -1.116  1.879
H  2.704  0.769  0.296
H  -1.272  -0.777  -1.647
H  -1.711  1.843  1.098
H  -0.425  -3.514  1.435
H  2.580  2.001  -1.011
H  -1.784  -3.194  -0.945
H  -1.243  3.056  -0.008
H  2.625  0.253  -1.353
H  -1.893  1.594  -0.564

These are the natural (NBO) partial charges, in e, on atoms 1 to 4:
1 N -0.365
2 N -1.168
3 N -0.340
4 C -0.066


Entry 5:
Here is 2 unconnected molecules or ions with the total composition C4H12BrClN2P at a distorted geometry from the OMol25 dataset. Energies are from the ωB97M-V functional and the def2-TZVPD basis.

molar mass	234.5	g mol⁻¹
electronic energy	-99167.126	eV
net charge	+1

Element x y z (Å)
Br  -0.211  2.988  -0.710
Cl  2.328  1.247  0.147
P  0.525  1.017  -0.152
N  0.428  0.231  -1.645
N  -0.291  0.508  2.103
C  1.469  -0.687  -2.094
C  0.612  -0.450  2.472
C  -0.910  -0.006  -2.176
C  -1.675  0.126  1.992
H  -2.185  -0.528  2.834
H  1.801  -1.580  -1.473
H  -1.209  -1.083  -2.389
H  0.450  -1.561  2.221
H  -2.337  0.992  2.107
H  1.131  -1.162  -3.029
H  -1.739  0.397  -1.548
H  1.645  0.002  2.298
H  0.611  -0.436  3.587
H  -1.142  0.492  -3.161
H  2.456  -0.213  -2.397
H  -1.755  -0.295  1.013

These are the natural (NBO) partial charges, in e, on atoms 1 to 4:
1 Br -0.065
2 Cl -0.107
3 P 1.259
4 N -0.745


Entry 6:
Here is a molecular structure, C4H12Ca2F2O2 at a distorted geometry from the OMol25 dataset. Energies are from the ωB97M-V functional and the def2-TZVPD basis.

⟨S²⟩	0.754
spin multiplicity	2
molar mass	210.3	g mol⁻¹
electronic energy	-50723.221	eV
net charge	+3

Element x y z (Å)
Ca  -1.685  -10.413  13.787
Ca  -2.422  -11.963  10.405
F  -1.133  -10.303  11.554
F  -3.123  -11.935  12.703
O  -1.747  -10.691  8.685
O  0.697  -9.297  9.546
C  -1.953  -9.207  6.842
C  1.985  -9.792  9.104
C  -2.067  -10.629  7.270
C  2.185  -10.170  7.596
H  1.488  -10.966  7.332
H  -2.760  -8.564  7.195
H  -1.272  -11.150  6.736
H  -0.898  -10.251  8.775
H  -2.122  -9.351  5.775
H  1.730  -9.286  7.149
H  2.756  -9.082  9.404
H  0.367  -9.590  10.398
H  -0.947  -8.798  6.929
H  2.143  -10.678  9.718
H  -3.012  -11.146  7.102
H  3.220  -10.433  7.378

These are the natural (NBO) partial charges, in e, on atoms 1 to 4:
1 Ca 1.945
2 Ca 1.930
3 F -0.948
4 F -0.941


Entry 7:
Here is a molecular structure, C4H12F4HfO4 at a distorted geometry from the OMol25 dataset. Energies are from the ωB97M-V functional and the def2-TZVPD basis.

molar mass	378.6	g mol⁻¹
electronic energy	-24712.122	eV
net charge	0

Element x y z (Å)
Hf  -11.853  24.906  0.660
F  -11.655  27.249  0.773
F  -9.555  24.704  0.999
F  -12.317  23.050  -0.726
F  -13.930  24.893  1.725
O  -13.342  25.636  -1.153
O  -11.655  22.810  2.077
O  -11.619  25.337  3.014
O  -10.585  25.247  -1.516
C  -11.114  26.381  -2.189
C  -11.104  22.995  3.393
C  -12.606  26.452  -2.112
C  -11.560  24.283  3.971
H  -12.929  26.061  -3.077
H  -10.671  27.241  -1.687
H  -11.413  21.952  1.722
H  -14.139  25.369  -1.618
H  -11.480  22.087  3.865
H  -10.046  22.732  3.357
H  -12.931  27.491  -2.165
H  -10.741  24.659  4.584
H  -9.837  25.007  -2.068
H  -11.639  26.178  3.477
H  -12.419  24.140  4.627
H  -10.684  26.339  -3.190

These are the natural (NBO) partial charges, in e, on atoms 1 to 4:
1 Hf 2.791
2 F -0.782
3 F -0.784
4 F -0.789


Entry 8:
Here is a molecular structure, C4H12FK3O2 at a distorted geometry from the OMol25 dataset. Energies are from the ωB97M-V functional and the def2-TZVPD basis.

molar mass	228.4	g mol⁻¹
electronic energy	-60114.997	eV
net charge	+2

Element x y z (Å)
K  -5.655  -22.290  -8.915
K  -5.126  -27.654  -4.349
K  -6.502  -27.495  -10.803
F  -8.279  -25.466  -7.244
O  -10.918  -21.146  -6.469
O  -10.287  -27.843  -3.267
C  -12.272  -21.165  -6.206
C  -11.303  -28.778  -3.397
C  -12.667  -19.733  -6.426
C  -11.463  -29.507  -2.023
H  -12.284  -21.484  -5.164
H  -13.698  -19.551  -6.121
H  -12.206  -28.970  -1.434
H  -10.624  -22.059  -6.501
H  -12.122  -19.066  -5.757
H  -10.544  -29.736  -1.483
H  -10.176  -27.474  -4.146
H  -12.746  -21.845  -6.914
H  -12.166  -28.264  -3.820
H  -12.043  -30.411  -2.210
H  -10.958  -29.578  -4.053
H  -12.576  -19.389  -7.456

These are the natural (NBO) partial charges, in e, on atoms 1 to 4:
1 K 0.996
2 K 0.997
3 K 0.994
4 F -0.987